{
  "formula": "C64H144FP4",
  "method": "ωB97M-V/def2-TZVPD",
  "total_charge": 3,
  "e_homo_ev": -14.42,
  "energy_ev": -108553.3725,
  "species": ["H", "H", "H", "H", "C", "F", "C", "H", "H", "C", "C", "H", "H", "H", "H", "H", "C", "H", "H", "H", "H", "H", "H", "H", "H", "H", "H", "H", "H", "C", "H", "H", "H", "H", "C", "C", "H", "H", "C", "H", "H", "H", "C", "H", "C", "H", "H", "C", "H", "H", "H", "C", "P", "H", "H", "H", "C", "H", "H", "C", "H", "H", "H", "H", "C", "H", "C", "H", "H", "C", "C", "H", "C", "H", "H", "H", "H", "C", "H", "H", "H", "H", "H", "H", "H", "C", "H", "H", "C", "H", "H", "H", "C", "H", "H", "C", "C", "H", "H", "H", "C", "H", "H", "H", "H", "H", "H", "H", "H", "C", "H", "C", "C", "H", "C", "H", "H", "C", "C", "C", "H", "H", "H", "H", "C", "H", "H", "H", "H", "H", "H", "H", "C", "H", "C", "H", "C", "C", "H", "C", "C", "C", "H", "H", "H", "H", "H", "H", "H", "C", "C", "P", "H", "C", "H", "H", "H", "H", "H", "H", "C", "H", "C", "C", "C", "C", "H", "H", "H", "C", "C", "C", "H", "H", "C", "H", "C", "H", "H", "H", "H", "C", "P", "H", "C", "H", "C", "C", "H", "H", "H", "H", "H", "H", "C", "H", "H", "H", "C", "H", "H", "P", "H", "H", "H", "H", "H", "H", "H", "C", "H", "C", "C"],
  "coordinates": [[-1.590, -1.973, -1.589], [-7.647, -1.672, -0.525], [7.987, 0.790, 3.889], [7.988, 6.273, 2.141], [6.550, 1.868, 5.005], [-2.090, -0.352, 0.948], [1.544, 2.575, 4.714], [-7.647, 1.781, 1.782], [-4.299, 7.455, 2.584], [-6.643, 1.386, 0.020], [-4.110, 7.077, 1.580], [-3.911, 5.088, 0.537], [-5.804, 0.793, -0.344], [-4.651, 0.661, -9.072], [6.299, 4.529, -1.125], [-5.839, 3.024, 2.615], [-3.813, -0.935, -6.041], [0.289, -2.885, -2.645], [-2.146, -5.548, 3.864], [-4.086, -3.298, 2.252], [8.661, 6.950, -0.638], [-2.135, -4.350, -3.407], [-0.222, -1.497, 5.404], [8.516, 0.051, -4.719], [1.360, 1.870, 5.525], [1.382, 3.568, 5.133], [-4.125, -5.861, 2.291], [-1.315, 4.304, -3.377], [8.639, 4.972, -1.257], [-1.652, -4.089, -5.448], [1.387, -0.139, 3.616], [10.725, 0.673, -2.661], [-2.651, -0.246, -7.817], [-2.595, 3.421, -0.826], [-0.061, -1.756, 3.081], [6.900, 4.170, -0.290], [-3.079, -1.893, 2.813], [-1.840, 4.876, -0.330], [9.778, 0.262, -3.009], [7.018, 6.854, 0.022], [-4.323, -0.712, -2.223], [-4.479, 2.821, 0.368], [-5.511, 2.079, 2.182], [-2.149, 1.185, 3.464], [-1.349, -1.460, -2.520], [1.478, -5.748, -0.385], [-1.318, -2.852, 0.319], [0.857, -1.347, 5.401], [1.434, -0.960, -1.715], [3.351, -0.386, -3.424], [-5.222, -1.777, 0.173], [-1.437, -3.907, 0.569], [-1.741, -3.827, 2.396], [-6.652, 0.337, 1.835], [-3.827, -4.111, 4.670], [-5.747, -2.351, 4.502], [1.135, -0.871, -2.759], [-5.135, -1.615, -3.541], [-4.836, -0.969, -8.573], [3.205, 1.328, -0.884], [8.611, 2.648, -2.343], [-3.977, 1.295, 0.814], [-6.051, 7.360, 0.803], [-3.945, -0.237, 3.790], [-2.234, 2.265, 3.585], [2.686, 0.101, 0.805], [8.654, 6.787, 1.448], [5.639, 1.293, 4.834], [-5.305, 0.027, 4.762], [-4.577, -2.791, -1.629], [-0.650, -5.918, -6.966], [-4.758, -3.791, -2.026], [-3.270, -2.964, 2.892], [8.761, 2.490, 1.579], [-2.691, -5.473, -6.677], [6.069, 1.293, 2.379], [-1.109, 4.024, 4.356], [-4.242, 2.251, 1.266], [-0.436, -5.291, -7.831], [-5.077, 5.077, 1.733], [-3.672, -2.923, -1.036], [-0.439, -3.381, 4.417], [6.039, 0.380, -0.793], [1.360, -2.125, 5.976], [10.341, 0.299, -5.194], [1.714, -3.723, 0.255], [-0.993, -1.212, 3.235], [4.504, 1.042, 0.842], [1.125, -1.148, 3.934], [2.813, -2.031, -3.476], [6.415, 3.054, 2.640], [-7.471, -3.102, -1.466], [-5.566, -2.486, -0.579], [-3.548, 1.101, -6.914], [-1.090, 5.607, -2.256], [-6.964, -2.171, -1.213], [-4.369, -1.656, -2.766], [0.306, 3.333, -1.202], [1.942, -3.600, -0.804], [0.343, -5.872, -6.519], [-0.702, 3.548, -1.560], [-3.568, -4.063, -4.470], [-1.296, 1.983, 0.401], [-0.622, -3.978, -5.108], [8.698, -0.165, -1.026], [-0.955, -5.864, -0.363], [0.421, 1.557, 3.297], [-0.477, -4.523, -1.193], [-3.017, -6.177, 1.010], [-5.043, 7.747, 0.659], [-1.793, -3.366, -6.250], [-4.117, 5.540, 1.507], [-3.183, 4.805, 2.419], [-5.138, 1.468, 3.005], [-2.999, -7.762, 2.332], [0.119, -1.549, 2.026], [0.655, -3.748, 3.138], [9.498, 0.485, -4.529], [-4.745, 0.043, -8.179], [-3.581, -3.077, 4.428], [0.894, -5.510, 1.291], [-5.073, 8.829, 0.787], [5.576, 1.724, -1.889], [-4.943, -2.535, 5.900], [0.081, -1.909, -3.084], [-4.347, -9.518, 2.265], [-1.455, -0.377, -2.470], [-6.539, 2.348, -0.482], [2.552, 2.482, 4.307], [8.491, 7.854, 1.603], [0.949, -0.519, 6.104], [6.319, 4.347, 0.615], [-1.831, -5.451, -6.008], [-3.104, 7.471, 1.436], [2.199, 0.876, 0.213], [-2.190, 5.240, 2.530], [-1.428, 2.997, 0.776], [-2.714, -0.805, -4.968], [0.281, 4.812, -3.169], [2.464, -1.003, -3.569], [-0.997, 2.942, 4.285], [-1.927, -5.537, 2.796], [8.276, 0.892, 1.340], [-4.755, -0.668, -5.561], [2.683, -3.800, 0.748], [9.597, 2.228, -0.874], [2.160, 1.762, 0.847], [-4.301, -8.413, 0.833], [-1.736, -0.700, -5.439], [5.785, 1.438, -0.858], [-6.664, 1.383, 1.530], [-2.756, 3.003, 2.063], [0.035, -2.008, -4.169], [8.158, 5.006, -0.280], [-7.594, 0.976, -0.318], [6.209, 2.874, 5.246], [-0.564, 3.361, 1.331], [0.674, 0.080, -3.028], [-0.936, -6.909, -7.319], [9.691, 6.464, 1.534], [-2.534, -3.793, -4.254], [-2.454, -3.954, 0.182], [0.937, -5.084, 0.289], [-4.757, -2.135, 4.903], [0.426, 2.569, 3.702], [8.026, 6.446, 0.091], [-5.682, 0.400, -7.751], [-2.824, 0.209, -4.583], [-2.736, -2.766, 5.043], [4.510, 1.687, -0.036], [-0.512, -4.888, -0.166], [-1.639, 3.815, -0.481], [3.324, 0.539, -1.627], [2.816, 2.200, -1.408], [-0.264, -3.203, 3.355], [8.829, 4.455, 0.379], [-4.418, -0.603, 4.701], [-2.764, -7.765, 3.396], [-5.158, -7.903, 2.362], [-6.824, -1.539, -2.090], [0.596, 3.362, 2.974], [8.672, 2.062, -1.427], [-2.688, -1.988, -3.618], [6.967, 1.661, 5.990], [6.830, 2.048, 2.576], [2.249, -0.788, -4.616], [-3.535, 0.068, -7.262], [-4.349, -8.485, 1.919], [-3.010, 2.490, 4.316], [-0.986, -6.084, 2.847], [4.486, 2.754, 0.185], [-2.264, -8.253, 1.694], [-4.810, 7.557, -0.389], [7.750, 0.266, -2.334], [8.693, 0.539, -1.858], [-0.992, 2.646, 5.334], [10.096, -0.780, -3.016], [1.184, 0.666, -0.125], [7.868, 1.902, 1.366], [1.976, -1.778, 3.675], [-3.532, 4.792, 3.451], [7.242, 2.440, -0.303], [-3.960, -1.956, -6.392], [-3.645, -0.275, 5.396], [9.368, 1.559, -4.659], [-5.750, -3.436, -0.078], [1.167, -2.853, 0.616], [8.362, 2.445, 4.027], [-2.213, -6.118, -5.236], [7.519, 1.774, 3.865], [-0.875, 2.591, -2.053], [-3.143, -6.289, 2.087], [-0.642, 4.677, -2.605]],
  "atomic_forces_ev_per_a": [[0.293, 0.623, 0.398], [0.174, 0.164, 0.043], [-0.119, -0.261, -0.264], [0.485, -0.055, 0.753], [-0.579, 0.726, 1.362], [-0.063, -0.062, 0.059], [-0.932, 1.290, 0.756], [0.227, 0.154, 0.644], [-0.338, -0.542, 0.365], [-0.017, -0.215, -0.732], [1.260, -0.442, 0.973], [-0.024, 0.923, -0.676], [-0.155, -0.302, -0.216], [0.484, 0.157, 0.046], [-0.366, -0.533, -0.130], [0.220, 0.205, -0.084], [0.457, 0.953, -0.538], [0.221, -0.053, -0.181], [-0.340, 0.098, 0.358], [-0.038, 0.138, 0.052], [-0.439, 0.448, -0.222], [-0.426, -0.154, 0.228], [-0.185, -0.462, 0.772], [0.400, -0.429, -0.715], [0.187, -0.180, -0.117], [0.958, 0.160, 0.621], [0.109, -0.082, 0.619], [-0.305, 0.472, -0.324], [-0.154, -0.381, -0.120], [0.899, 1.546, -0.003], [-0.260, -0.037, 0.164], [0.028, 0.744, -0.297], [0.163, 0.339, 0.248], [-0.487, 0.350, -0.360], [0.835, 2.078, 0.064], [-0.919, 1.063, -0.052], [-0.043, 0.069, -1.116], [0.451, 0.079, 0.259], [1.039, -1.163, 0.779], [-0.049, -0.159, -0.069], [0.273, 0.225, -0.280], [0.100, 0.647, 0.202], [1.725, 0.561, 0.468], [0.199, -0.003, -0.093], [0.629, -1.330, -0.952], [-0.296, -0.274, 0.186], [0.920, 0.340, -0.071], [-1.289, 0.694, 1.290], [-0.553, 0.475, 0.213], [-0.457, 0.352, 0.912], [0.004, 0.300, -0.265], [-0.881, 1.421, 0.599], [1.430, -0.763, -0.341], [-0.186, -0.103, 0.069], [-0.009, 0.006, 0.212], [0.239, -0.135, -0.952], [1.513, 0.323, -0.142], [0.022, -0.194, 0.153], [-0.542, -0.094, 0.046], [0.080, -0.291, 1.574], [0.124, 0.258, 0.181], [0.553, -0.382, 0.537], [-0.175, 0.141, 0.059], [-0.194, -1.055, -0.816], [0.745, 0.581, 1.324], [-0.541, -0.364, -0.074], [-1.690, -0.184, -0.312], [0.120, -0.303, 0.111], [-0.020, -0.120, 0.540], [1.401, 0.531, -1.144], [-0.532, 0.089, 1.140], [-0.239, 0.169, -0.559], [0.768, 0.636, 1.200], [-0.037, 0.427, -0.107], [-0.293, 0.393, -0.116], [-0.341, 0.266, 0.259], [-0.069, 0.093, -0.349], [-0.572, -0.140, 0.414], [-1.010, 0.327, -0.143], [-0.542, 0.613, 0.012], [0.677, 0.272, -0.530], [-0.340, -0.095, 0.050], [0.230, 0.064, -0.290], [0.004, -0.465, -0.712], [-0.282, -0.899, 0.244], [-0.026, -1.147, -0.438], [-0.045, 0.272, 0.323], [0.114, 0.474, 0.134], [0.120, -1.390, -1.004], [0.064, -0.118, -0.233], [-0.254, -0.025, -0.350], [0.172, 0.029, -0.380], [-2.809, -0.294, 0.079], [1.002, -0.048, 0.395], [0.470, 0.069, 0.070], [0.553, 0.208, 0.720], [1.512, -2.337, 1.165], [0.336, 0.450, 0.594], [0.018, 0.519, -0.099], [-0.121, -0.681, 0.651], [2.991, -0.042, -1.308], [-0.117, -0.213, 0.230], [0.132, -0.500, 0.763], [0.207, 0.045, -0.109], [0.823, 0.166, 0.157], [-0.366, -0.140, 0.733], [-0.539, 0.272, -0.803], [0.071, 0.453, -0.216], [-0.078, 0.429, -0.285], [-1.186, 0.222, -1.190], [0.007, 0.240, 0.014], [-0.349, -0.875, -0.382], [1.501, -1.243, 1.519], [-0.280, 0.107, 0.269], [-1.970, -0.687, 0.428], [0.108, -0.176, -0.138], [-0.180, -0.428, -0.428], [-0.778, 2.183, 1.924], [-0.063, -0.519, -1.111], [-1.143, -0.004, -0.738], [0.386, -0.139, 0.056], [0.053, -0.075, 0.115], [0.312, -0.088, -0.177], [0.387, 1.120, 0.656], [-1.147, 0.297, 0.287], [-0.204, 0.103, -0.202], [0.038, -0.045, 0.438], [-0.120, 0.324, 0.370], [-0.171, -0.049, -0.036], [0.532, -0.031, 0.255], [0.377, 0.631, -0.542], [-0.129, 0.136, 0.153], [-0.121, -0.774, -1.876], [0.352, -0.304, -0.384], [0.571, 1.232, -0.519], [0.192, 0.391, -0.318], [0.195, 0.233, 0.784], [0.179, 0.524, -1.091], [0.247, 0.120, 0.637], [-0.810, -0.757, -0.856], [1.158, -1.056, -0.159], [-1.707, -0.877, 1.125], [-0.402, -0.238, -0.347], [-0.150, 0.164, -0.193], [-0.097, 0.039, 0.198], [-0.038, 0.497, -0.099], [-0.418, -0.081, 0.468], [-0.735, -0.273, -0.016], [0.273, -0.611, -0.134], [0.196, 0.495, 0.714], [-0.631, -0.484, -0.806], [-1.256, 1.245, -2.516], [-0.054, -0.158, -0.107], [0.738, -1.387, -0.188], [0.201, -0.215, -0.285], [-0.115, 0.456, -0.772], [0.330, -0.310, -0.152], [0.214, 0.368, 0.591], [0.538, -0.021, -0.008], [-0.153, 0.177, 0.060], [-0.535, 1.432, 0.747], [-0.266, -0.776, 0.013], [-0.230, 1.585, 0.667], [0.792, -0.024, -1.044], [-1.155, -0.211, -0.191], [1.459, 1.125, -0.014], [0.086, -0.358, 0.459], [-0.171, -0.028, 0.716], [0.306, -0.140, -0.200], [-0.516, -0.253, -1.936], [0.235, -0.266, -0.748], [-2.944, -0.078, 1.052], [0.508, 0.054, 0.188], [0.138, 0.106, -0.009], [-0.708, -0.583, -0.394], [0.541, 0.497, 0.294], [0.061, -0.554, 0.805], [0.055, -1.205, 0.080], [-0.309, -0.369, -0.276], [-0.362, -0.030, -0.013], [0.490, -0.522, -0.479], [-0.712, -1.691, -0.017], [-1.320, 0.205, -0.401], [0.230, -0.858, -0.193], [1.264, -0.386, -2.025], [-0.126, -0.426, -0.249], [-1.759, -0.771, 1.090], [1.799, 0.946, 0.858], [-0.592, -0.323, -0.233], [0.097, -0.068, -0.945], [-0.364, -0.105, 0.569], [0.607, 0.439, 0.470], [0.147, -0.015, -0.088], [-0.354, 0.339, -0.116], [-0.195, 0.357, -2.135], [-0.293, -0.344, 0.053], [-0.590, -0.458, 0.669], [0.155, -0.324, 0.054], [-1.153, 0.855, 0.518], [0.372, 0.134, -0.223], [-0.269, 0.011, 0.171], [1.295, -2.255, -0.251], [0.277, -0.069, -0.229], [-0.349, 0.016, 0.702], [-0.300, 0.293, -0.225], [0.286, -0.001, 0.544], [-0.054, -0.133, 0.084], [-0.050, 0.322, -0.092], [1.019, -0.644, 0.163], [0.703, -0.379, 0.969], [-0.605, -0.071, -0.114], [2.296, 0.880, -1.396], [-1.165, -1.016, -0.878]],
  "lowdin_charge": [0.06, 0.07, 0.12, 0.07, -0.11, -0.63, -0.10, 0.12, 0.12, -0.12, -0.26, 0.09, 0.05, 0.08, 0.12, 0.11, -0.22, 0.09, 0.09, 0.09, 0.11, 0.09, 0.06, 0.07, 0.07, 0.08, 0.11, 0.07, 0.12, -0.29, 0.08, 0.10, 0.11, 0.11, -0.28, -0.30, 0.05, 0.11, -0.24, 0.12, 0.10, 0.07, -0.21, 0.08, -0.23, 0.12, 0.05, -0.10, 0.08, 0.05, 0.10, -0.26, 1.05, 0.11, 0.10, 0.10, -0.25, 0.08, 0.08, -0.21, 0.10, 0.07, 0.08, 0.03, -0.27, 0.07, -0.09, 0.07, 0.07, -0.26, -0.07, 0.12, -0.24, 0.09, 0.11, 0.10, 0.10, -0.25, 0.07, 0.11, 0.06, 0.09, 0.10, 0.09, 0.08, -0.08, 0.08, 0.09, -0.22, 0.08, 0.11, 0.08, -0.27, 0.11, 0.08, -0.07, -0.18, 0.10, 0.06, 0.06, -0.28, 0.10, 0.08, 0.10, 0.10, 0.11, 0.08, 0.08, 0.09, -0.12, 0.11, -0.24, -0.26, 0.07, -0.26, 0.08, 0.10, -0.09, -0.13, -0.21, 0.09, 0.09, 0.10, 0.11, -0.21, 0.08, 0.09, 0.08, 0.07, 0.08, 0.07, 0.10, -0.25, 0.11, -0.11, 0.09, -0.24, -0.32, 0.07, -0.09, -0.19, -0.28, 0.10, 0.10, 0.08, 0.10, 0.07, 0.07, 0.10, -0.26, -0.25, 1.07, 0.09, -0.28, 0.08, 0.08, 0.07, 0.11, 0.08, 0.09, -0.22, 0.06, -0.22, -0.19, -0.27, -0.26, 0.08, 0.10, 0.10, -0.23, -0.22, -0.28, 0.06, 0.10, -0.25, 0.10, -0.09, 0.11, 0.07, 0.06, 0.09, -0.24, 1.06, 0.08, -0.24, 0.07, -0.23, -0.07, 0.10, 0.11, 0.10, 0.11, 0.08, 0.08, -0.21, 0.11, 0.10, 0.06, -0.22, 0.10, 0.10, 1.04, 0.10, 0.07, 0.05, 0.10, 0.05, 0.12, 0.11, -0.29, 0.10, -0.24, -0.07]
}